# 1
The following is a DFT calculation (ωB97M-V with the def2-TZVPD basis set) of 12 unconnected molecules or ions with the total composition C25H73O12S11 in a non-equilibrium geometry.

Output
Gap between HOMO and LUMO: 6.73 eV
HOMO level: -5.2 eV
Energy relative to the best compared isomer or geometry (same formula, charge and spin): 19.8 kcal per mole
Total energy: -6278.79208 hartree
Total charge: -1

Each atom is followed by the atoms it is bonded to, with distances in Å.
Geometry (Å):
1 S 36.6041 -26.1944 -1.6116  O15 1.570, C24 1.805, C26 1.804
2 S 31.2912 -30.3880 -2.9072  O20 1.544, C39 1.852, C44 1.863
3 S 26.3582 -28.6144 -1.3809  O16 1.540, C28 1.872, C32 1.822
4 S 32.3300 -27.1023 -5.2702  O19 1.513, C31 1.868, C36 1.864
5 S 33.7460 -22.7478 3.2231  O22 1.515, C29 1.880, C35 1.863
6 S 34.5544 -28.1001 4.6220  O17 1.514, C34 1.788, C43 1.913
7 S 25.7496 -22.0843 -2.5298  O13 1.569, C27 1.869, C41 1.847
8 S 30.4406 -19.7305 0.6818  O12 1.469, C25 1.831, C47 1.833
9 S 32.4650 -22.3279 -4.1840  O21 1.529, C37 1.891, C45 1.829
10 S 29.5047 -27.0785 4.6812  O23 1.528, C38 1.882, C46 1.846
11 S 25.4514 -22.5895 1.6286  O18 1.545, C30 1.830, C40 1.854
12 O 30.9724 -18.6526 1.5271  S8 1.469
13 O 24.3583 -21.8819 -3.2272  S7 1.569
14 O 31.3674 -26.7010 -0.6533  C48 1.406
15 O 36.3998 -25.4637 -2.9858  S1 1.570
16 O 26.7335 -30.0917 -1.1618  S3 1.540
17 O 34.2624 -27.3580 5.9095  S6 1.514
18 O 24.5350 -22.2781 0.4246  S11 1.545
19 O 32.5216 -28.4648 -5.8991  S4 1.513
20 O 32.1440 -31.6753 -2.8784  S2 1.544
21 O 32.5167 -20.9416 -3.5423  S9 1.529
22 O 34.2373 -21.8169 4.3130  S5 1.515
23 O 28.6178 -27.4284 5.8749  S10 1.528
24 C 35.4375 -25.3689 -0.5085  S1 1.805, H81 1.090, H118 1.090, H119 1.090
25 C 31.7215 -20.6716 -0.2279  S8 1.831, H52 1.090, H103 1.090, H110 1.090
26 C 38.2023 -25.5800 -1.0439  S1 1.804, H67 1.090, H71 1.090, H113 1.090
27 C 26.5334 -23.6340 -3.2193  S7 1.869, H53 1.090, H66 1.090, H79 1.090
28 C 25.7591 -28.4814 -3.1493  S3 1.872, H60 1.090, H92 1.090, H96 1.090
29 C 34.9850 -22.6573 1.8119  S5 1.880, H82 1.090, H107 1.090, H116 1.090
30 C 24.6344 -23.9483 2.5418  S11 1.830, H55 1.090, H87 1.090, H101 1.090
31 C 30.5594 -27.1500 -4.6772  S4 1.868, H86 1.090, H112 1.090, H121 1.090
32 C 27.7928 -27.4957 -1.4796  S3 1.822, H61 1.090, H74 1.090, H109 1.090
33 C 29.9101 -24.6121 -0.4341  C48 1.567, H51 1.090, H75 1.090, H104 1.090
34 C 34.9036 -29.8192 4.9691  S6 1.788, H62 1.090, H84 1.090, H91 1.090
35 C 34.2217 -24.4372 3.8481  S5 1.863, H54 1.090, H57 1.090, H108 1.090
36 C 33.3021 -27.0618 -3.6803  S4 1.864, H90 1.090, H93 1.090, H120 1.090
37 C 30.8885 -23.1567 -3.5475  S9 1.891, H58 1.090, H63 1.090, H111 1.090
38 C 30.9366 -25.9322 5.1043  S10 1.882, H73 1.090, H76 1.090, H100 1.090
39 C 30.5009 -30.3747 -1.2324  S2 1.852, H70 1.090, H85 1.090, H98 1.090
40 C 26.8123 -23.7367 1.1084  S11 1.854, H59 1.090, H83 1.090, H95 1.090
41 C 26.9148 -20.8622 -3.2782  S7 1.847, H65 1.090, H89 1.090, H105 1.090
42 C 31.7828 -25.1375 1.1904  C48 1.550, H78 1.090, H106 1.090, H114 1.090
43 C 32.9203 -28.5781 3.7491  S6 1.913, H64 1.090, H80 1.090, H117 1.090
44 C 29.6618 -30.7171 -3.7479  S2 1.863, H49 1.090, H50 1.090, H68 1.090
45 C 33.8477 -23.2167 -3.3829  S9 1.829, H69 1.090, H72 1.090, H99 1.090
46 C 28.5660 -25.7989 3.7373  S10 1.846, H56 1.090, H94 1.090, H102 1.090
47 C 29.9919 -21.2075 1.6710  S8 1.833, H88 1.090, H97 1.090, H115 1.090
48 C 31.2790 -25.3547 -0.2587  O14 1.406, C33 1.567, C42 1.550, H77 1.090
49 H 29.1943 -31.5596 -3.2383  C44 1.090
50 H 29.8773 -30.8775 -4.8043  C44 1.090
51 H 30.0239 -23.5335 -0.3253  C33 1.090
52 H 32.0623 -20.3371 -1.2077  C25 1.090
53 H 26.3255 -23.6393 -4.2893  C27 1.090
54 H 33.5597 -24.7503 4.6555  C35 1.090
55 H 24.3024 -24.7343 1.8636  C30 1.090
56 H 28.7281 -24.8225 4.1938  C46 1.090
57 H 34.2224 -25.0611 2.9543  C35 1.090
58 H 30.9050 -24.1852 -3.9082  C37 1.090
59 H 27.4037 -24.1494 1.9257  C40 1.090
60 H 26.5179 -28.9448 -3.7799  C28 1.090
61 H 28.5120 -27.4351 -0.6628  C32 1.090
62 H 34.0449 -30.3718 5.3503  C34 1.090
63 H 30.8760 -23.2054 -2.4587  C37 1.090
64 H 33.1645 -29.3612 3.0313  C43 1.090
65 H 27.9422 -21.1127 -3.0136  C41 1.090
66 H 27.5872 -23.7503 -2.9659  C27 1.090
67 H 38.6498 -26.3494 -0.4147  C26 1.090
68 H 28.9968 -29.8567 -3.6734  C44 1.090
69 H 33.7492 -24.2471 -3.7243  C45 1.090
70 H 30.9310 -31.2281 -0.7081  C39 1.090
71 H 38.3169 -24.5527 -0.6981  C26 1.090
72 H 34.7218 -22.5940 -3.5736  C45 1.090
73 H 30.5954 -24.9291 5.3600  C38 1.090
74 H 28.3845 -27.5627 -2.3926  C32 1.090
75 H 29.3884 -24.7568 -1.3801  C33 1.090
76 H 31.7669 -25.8628 4.4016  C38 1.090
77 H 31.9118 -24.6223 -0.7598  C48 1.090
78 H 31.8423 -24.0913 1.4905  C42 1.090
79 H 25.8622 -24.3253 -2.7097  C27 1.090
80 H 32.1601 -28.8500 4.4814  C43 1.090
81 H 35.9182 -25.4340 0.4676  C24 1.090
82 H 35.9066 -22.9363 2.3228  C29 1.090
83 H 27.5477 -23.3910 0.3819  C40 1.090
84 H 35.0109 -30.2561 3.9763  C34 1.090
85 H 29.4174 -30.4900 -1.2610  C39 1.090
86 H 30.3087 -26.1740 -4.2618  C31 1.090
87 H 23.6697 -23.5628 2.8716  C30 1.090
88 H 29.0901 -21.0310 2.2572  C47 1.090
89 H 26.6752 -19.9128 -2.7994  C41 1.090
90 H 32.7961 -26.4701 -2.9174  C36 1.090
91 H 35.7582 -30.0141 5.6170  C34 1.090
92 H 24.8947 -29.1409 -3.2255  C28 1.090
93 H 33.2924 -28.0980 -3.3423  C36 1.090
94 H 27.5348 -26.1140 3.8968  C46 1.090
95 H 26.3250 -24.5783 0.6160  C40 1.090
96 H 25.4225 -27.4787 -3.4126  C28 1.090
97 H 29.7644 -22.0250 0.9868  C47 1.090
98 H 30.6626 -29.4166 -0.7385  C39 1.090
99 H 33.6807 -23.3428 -2.3131  C45 1.090
100 H 31.4465 -26.2814 6.0022  C38 1.090
101 H 25.2745 -24.3352 3.3348  C30 1.090
102 H 28.6430 -25.9117 2.6559  C46 1.090
103 H 31.5992 -21.7493 -0.3361  C25 1.090
104 H 29.1994 -24.9956 0.2980  C33 1.090
105 H 26.7739 -20.9168 -4.3576  C41 1.090
106 H 32.8434 -25.3889 1.1947  C42 1.090
107 H 34.8236 -23.4354 1.0659  C29 1.090
108 H 35.2468 -24.4865 4.2152  C35 1.090
109 H 27.3172 -26.5159 -1.5235  C32 1.090
110 H 32.5936 -20.5316 0.4108  C25 1.090
111 H 30.0375 -22.5823 -3.9136  C37 1.090
112 H 29.8745 -27.2017 -5.5236  C31 1.090
113 H 38.8763 -25.5008 -1.8968  C26 1.090
114 H 31.3012 -25.8067 1.9035  C42 1.090
115 H 30.7003 -21.5456 2.4274  C47 1.090
116 H 35.0188 -21.7033 1.2856  C29 1.090
117 H 32.5519 -27.7059 3.2091  C43 1.090
118 H 34.4559 -25.8311 -0.6135  C24 1.090
119 H 35.2997 -24.3134 -0.7432  C24 1.090
120 H 34.3716 -26.8812 -3.7879  C36 1.090
121 H 30.4289 -27.9947 -4.0008  C31 1.090

Results of the Mulliken charge analysis, in e, for atoms 1 through 99: number 1, S, carries 0.54; number 2, S, carries 0.83; number 3, S, carries 0.45; number 4, S, carries 0.44; number 5, S, carries 0.64; number 6, S, carries 0.58; number 7, S, carries 0.63; number 8, S, carries 0.46; number 9, S, carries 0.34; number 10, S, carries 0.57; number 11, S, carries 0.46; number 12, O, carries -0.66; number 13, O, carries -0.68; number 14, O, carries -0.83; number 15, O, carries -0.64; number 16, O, carries -0.63; number 17, O, carries -0.62; number 18, O, carries -0.58; number 19, O, carries -0.63; number 20, O, carries -0.80; number 21, O, carries -0.63; number 22, O, carries -0.71; number 23, O, carries -0.68; number 24, C, carries -0.74; number 25, C, carries -0.36; number 26, C, carries -1.08; number 27, C, carries -0.76; number 28, C, carries -0.84; number 29, C, carries -0.49; number 30, C, carries -0.98; number 31, C, carries 0.03; number 32, C, carries -0.21; number 33, C, carries -0.17; number 34, C, carries -1.01; number 35, C, carries -0.81; number 36, C, carries -0.41; number 37, C, carries 0.44; number 38, C, carries -0.75; number 39, C, carries -0.59; number 40, C, carries -0.29; number 41, C, carries -0.81; number 42, C, carries -0.06; number 43, C, carries -0.49; number 44, C, carries -0.78; number 45, C, carries -0.36; number 46, C, carries -1.11; number 47, C, carries -0.31; number 48, C, carries 2.26; number 49, H, carries 0.41; number 50, H, carries 0.38; number 51, H, carries -0.11; number 52, H, carries 0.40; number 53, H, carries 0.50; number 54, H, carries 0.27; number 55, H, carries 0.30; number 56, H, carries 0.43; number 57, H, carries 0.01; number 58, H, carries -0.39; number 59, H, carries 0.02; number 60, H, carries 0.20; number 61, H, carries 0.25; number 62, H, carries 0.33; number 63, H, carries -0.36; number 64, H, carries 0.51; number 65, H, carries 0.13; number 66, H, carries 0.10; number 67, H, carries 0.35; number 68, H, carries -0.03; number 69, H, carries 0.18; number 70, H, carries 0.40; number 71, H, carries 0.33; number 72, H, carries 0.46; number 73, H, carries 0.51; number 74, H, carries -0.03; number 75, H, carries -0.01; number 76, H, carries -0.23; number 77, H, carries -1.02; number 78, H, carries -0.01; number 79, H, carries 0.21; number 80, H, carries 0.31; number 81, H, carries 0.48; number 82, H, carries 0.45; number 83, H, carries 0.05; number 84, H, carries 0.37; number 85, H, carries 0.18; number 86, H, carries -0.21; number 87, H, carries 0.40; number 88, H, carries 0.45; number 89, H, carries 0.35; number 90, H, carries -0.28; number 91, H, carries 0.31; number 92, H, carries 0.37; number 93, H, carries 0.43; number 94, H, carries 0.44; number 95, H, carries 0.33; number 96, H, carries 0.31; number 97, H, carries -0.22; number 98, H, carries 0.02; number 99, H, carries -0.16

# 2
The following is a DFT calculation (ωB97M-V with the def2-TZVPD basis set) of C5H4N2O in the gas phase in a non-equilibrium geometry.

Output
SMILES: O=c1nccccn1
Gap between HOMO and LUMO: 9.64 eV
HOMO level: -10.0 eV
Energy relative to the best compared isomer or geometry (same formula, charge and spin): 50.4 kcal per mole
Total energy: -377.58368 hartree

Each atom is followed by the atoms it is bonded to, with distances in Å.
Geometry (Å):
1 O 1.9329 0.0333 0.9401  C6 1.205
2 N 0.7033 -1.0080 -0.7879  C6 1.379, C7 1.310
3 N 0.5924 1.1317 -0.6145  C6 1.421, C8 1.310
4 C -1.4421 -0.7199 0.5248  C5 1.294, C7 1.474, H9 0.975
5 C -1.5206 0.5696 0.4548  C4 1.294, C8 1.456, H10 1.061
6 C 1.0973 -0.0052 0.0723  O1 1.205, N2 1.379, N3 1.421
7 C -0.4486 -1.4148 -0.3137  N2 1.310, C4 1.474, H11 1.270
8 C -0.6570 1.4232 -0.3483  N3 1.310, C5 1.456, H12 1.075
9 H -2.1587 -1.2574 0.9096  C4 0.975
10 H -2.4492 0.9236 0.8276  C5 1.061
11 H -1.0921 -2.2619 -1.0071  C7 1.270
12 H -1.0073 2.3467 -0.7730  C8 1.075

Want to see where the charge sits? The Mulliken charges in e are: number 1, O, carries -0.53; number 2, N, carries -0.38; number 3, N, carries -0.44; number 4, C, carries -0.52; number 5, C, carries -0.30; number 6, C, carries 0.68; number 7, C, carries -0.02; number 8, C, carries -0.01; number 9, H, carries 0.54; number 10, H, carries 0.32; number 11, H, carries 0.25; number 12, H, carries 0.41

# 3
The following is a DFT calculation (ωB97M-V with the def2-TZVPD basis set) of 2 unconnected molecules or ions with the total composition C3H9O.

Output
Gap between HOMO and LUMO: 6.53 eV
HOMO level: -2.0 eV
Energy relative to the best compared isomer or geometry (same formula, charge and spin): 8.3 kcal per mole
Total energy: -194.90127 hartree
Total charge: -1

Each atom is followed by the atoms it is bonded to, with distances in Å.
Geometry (Å):
1 O 0.4800 0.8691 0.8561  C3 1.348
2 C -1.4669 -1.0151 -0.6810  C4 1.519, H5 1.097, H8 1.093, H9 1.090
3 C 1.2079 1.8422 1.4404  O1 1.348, H6 1.130, H10 1.124, H12 1.121
4 C -0.0479 -1.3268 -1.1262  C2 1.519, H7 1.091, H11 1.090, H13 1.101
5 H -2.1480 -1.8712 -0.7591  C2 1.097
6 H 0.8368 2.1780 2.4531  C3 1.130
7 H 0.3651 -2.1936 -0.6079  C4 1.091
8 H -1.8881 -0.2050 -1.2815  C2 1.093
9 H -1.4322 -0.6515 0.3458  C2 1.090
10 H 1.2305 2.8087 0.8666  C3 1.124
11 H 0.5614 -0.4438 -0.9338  C4 1.090
12 H 2.2760 1.5588 1.6293  C3 1.121
13 H 0.0254 -1.5497 -2.2017  C4 1.101

Want to see where the charge sits? The Mulliken charges in e are: number 1, O, carries -0.72; number 2, C, carries -0.77; number 3, C, carries -0.71; number 4, C, carries -0.73; number 5, H, carries 0.31; number 6, H, carries 0.15; number 7, H, carries 0.22; number 8, H, carries 0.22; number 9, H, carries 0.22; number 10, H, carries 0.16; number 11, H, carries 0.19; number 12, H, carries 0.16; number 13, H, carries 0.29